Record 1
{"formula": "C27H41IrO3Se2", "method": "wB97M-V/def2-TZVPD", "multiplicity": 2, "homo_ev": [-17.15, -17.28], "gap_ev": [7.2, 5.9], "max_force_ev_per_a": 0.10, "total_charge": 3, "relative_energy_kcal_mol": 0.0, "total_energy_ev": -168312.167, "elements": ["Ir", "Se", "Se", "O", "O", "O", "C", "C", "C", "C", "C", "C", "C", "C", "C", "C", "C", "C", "C", "C", "C", "C", "C", "C", "C", "C", "C", "C", "C", "C", "C", "C", "C", "H", "H", "H", "H", "H", "H", "H", "H", "H", "H", "H", "H", "H", "H", "H", "H", "H", "H", "H", "H", "H", "H", "H", "H", "H", "H", "H", "H", "H", "H", "H", "H", "H", "H", "H", "H", "H", "H", "H", "H", "H"], "positions_angstrom": [[-1.30515, 0.16506, -0.09479], [2.92344, -1.15580, 1.81067], [-0.77907, -0.33232, 2.29055], [0.29139, 1.45203, -0.21710], [-2.37144, -1.64706, -0.10572], [0.56811, -0.65440, -0.45918], [3.37237, -0.36863, -1.12420], [-2.58365, -3.94647, -0.54876], [-2.35659, 1.80128, -1.05645], [-5.56798, 0.37235, 0.34009], [4.74649, -0.72073, 2.24484], [4.74117, -0.18205, -1.20213], [2.03647, -0.11722, 3.21347], [-2.04876, 0.76774, 3.26718], [2.57309, 0.68917, -0.56571], [1.12628, 0.50023, -0.43954], [2.41526, 3.16034, 0.22401], [-2.09797, 0.88342, -2.11820], [-1.75518, 3.16441, -0.98774], [-2.97209, -0.78118, -3.79253], [2.80924, -1.63664, -1.70604], [0.82455, 0.69690, 2.78685], [6.82689, 1.20095, -0.94724], [5.35413, 1.00557, -0.80768], [-3.26860, 1.32105, -0.07751], [4.54553, 2.04560, -0.32582], [-3.00823, -3.69365, 0.89831], [-3.11602, -0.05107, -2.50844], [-4.25854, -0.19693, -1.72152], [3.17355, 1.93565, -0.21633], [-1.71392, -2.74613, -0.83913], [-3.28957, -2.20604, 0.90250], [-4.35255, 0.45724, -0.51126], [0.49580, 1.27819, 3.64905], [5.34889, -0.96841, -1.63222], [4.92977, 0.31067, 1.93810], [1.79018, -0.84268, 3.99094], [-3.45008, -3.96693, -1.21116], [-0.70385, -2.85753, -0.44404], [7.34694, 0.26539, -1.13838], [2.00515, -1.42528, -2.41010], [1.77546, 2.99650, 1.08928], [-2.48188, 3.85169, -1.42976], [-3.46344, 1.94983, 0.78384], [-2.03714, -4.87880, -0.67193], [4.88321, -0.83846, 3.31865], [-5.31578, 0.26466, 1.39679], [7.24793, 1.67402, -0.05937], [-3.35856, -0.13379, -4.58962], [5.38480, -1.40805, 1.69679], [-4.30152, -1.97799, 0.57457], [-1.92889, -0.98164, -4.03545], [2.39772, -2.30223, -0.94641], [-6.23970, -0.42610, 0.03399], [-3.09530, -1.72023, 1.85690], [5.01467, 2.98441, -0.05582], [-1.34041, 1.13621, -2.85182], [-6.11181, 1.31981, 0.25237], [1.77168, 3.51970, -0.57908], [-3.55445, -1.70016, -3.81530], [2.79050, 0.56248, 3.61082], [-1.87572, 0.61204, 4.32961], [-1.91367, 1.81047, 2.99317], [-1.66914, -2.44758, -1.88456], [1.04822, 1.39027, 1.98094], [3.11614, 3.95349, 0.47190], [-3.88584, -4.26624, 1.19025], [3.59394, -2.17047, -2.23621], [-1.58067, 3.48339, 0.03921], [7.02576, 1.87471, -1.78522], [-3.04600, 0.42474, 3.00547], [-2.19701, -3.93606, 1.58621], [-5.06568, -0.83400, -2.06084], [-0.83291, 3.23726, -1.55702]], "atomic_forces_ev_per_a": [[-0.04, 0.09, -0.02], [-0.03, 0.03, -0.02], [0.03, -0.06, -0.03], [-0.02, 0.01, 0.00], [-0.03, -0.01, -0.01], [0.03, -0.06, 0.01], [-0.04, 0.04, 0.03], [0.00, 0.00, 0.00], [0.00, 0.00, -0.03], [0.00, 0.00, 0.00], [-0.01, -0.02, 0.01], [0.02, 0.07, -0.02], [0.00, 0.02, 0.01], [0.01, -0.02, 0.03], [0.02, 0.02, -0.02], [0.08, -0.01, 0.06], [-0.02, 0.02, -0.05], [-0.01, 0.00, 0.02], [0.00, 0.00, 0.00], [0.00, 0.00, -0.01], [-0.01, -0.01, 0.02], [0.01, 0.05, -0.05], [0.02, 0.01, 0.00], [-0.04, -0.01, -0.01], [0.01, -0.01, -0.02], [0.06, -0.06, 0.02], [-0.01, 0.00, 0.00], [0.00, 0.00, 0.01], [0.00, 0.00, 0.00], [-0.05, -0.08, 0.05], [0.00, 0.00, -0.01], [0.01, 0.00, 0.00], [0.00, -0.02, 0.00], [0.02, 0.00, 0.00], [0.01, -0.01, 0.00], [-0.01, 0.02, -0.01], [0.00, -0.01, 0.01], [0.00, 0.00, 0.00], [0.00, 0.00, 0.00], [0.00, 0.00, 0.00], [-0.01, 0.01, -0.01], [0.01, 0.00, 0.00], [0.00, 0.00, 0.00], [0.00, 0.00, 0.01], [0.00, 0.00, 0.00], [0.01, 0.00, 0.02], [0.00, 0.00, 0.00], [0.00, 0.00, -0.01], [0.00, 0.00, 0.00], [-0.01, 0.00, -0.01], [0.00, 0.00, -0.01], [0.00, 0.00, 0.00], [-0.01, 0.00, 0.01], [0.00, 0.00, 0.00], [-0.01, 0.01, 0.00], [0.00, 0.00, -0.01], [0.00, 0.00, 0.00], [0.00, 0.00, 0.00], [-0.01, 0.01, 0.01], [0.00, 0.00, 0.00], [0.00, 0.00, 0.00], [0.01, 0.00, 0.00], [0.00, 0.00, -0.01], [0.00, 0.00, 0.00], [-0.01, -0.04, 0.06], [0.00, 0.00, 0.00], [0.00, 0.00, 0.00], [0.00, 0.00, 0.00], [0.00, 0.00, 0.00], [0.00, -0.01, 0.00], [-0.01, 0.00, -0.01], [0.01, 0.00, 0.00], [0.00, 0.00, 0.00], [0.00, 0.00, 0.00]]}

=====

Record 2
{"formula": "C27H41MnN8O4S", "method": "wB97M-V/def2-TZVPD", "multiplicity": 6, "homo_ev": [-8.56, -8.68], "gap_ev": [6.2, 6.2], "max_force_ev_per_a": 0.54, "total_charge": 1, "total_energy_ev": -90927.245, "elements": ["Mn", "S", "O", "O", "O", "O", "N", "N", "N", "N", "N", "N", "N", "N", "C", "C", "C", "C", "C", "C", "C", "C", "C", "C", "C", "C", "C", "C", "C", "C", "C", "C", "C", "C", "C", "C", "C", "C", "C", "C", "C", "H", "H", "H", "H", "H", "H", "H", "H", "H", "H", "H", "H", "H", "H", "H", "H", "H", "H", "H", "H", "H", "H", "H", "H", "H", "H", "H", "H", "H", "H", "H", "H", "H", "H", "H", "H", "H", "H", "H", "H", "H"], "positions_angstrom": [[-0.88948, 0.81161, -0.49553], [-2.29421, 2.55145, -2.16078], [-1.67309, -0.53767, -2.14056], [5.19312, 1.33637, -4.30895], [5.74078, 0.23076, 1.99284], [-3.00952, -2.16104, -2.73982], [-1.91617, -0.22335, 1.00432], [-1.70456, 4.18462, -0.12933], [1.02739, 1.06648, 0.83112], [-2.91337, 5.09201, -1.82054], [0.87865, 1.06940, -1.86105], [0.55544, -2.05489, -2.78957], [-0.75540, -2.52124, -2.82968], [-0.86784, 3.19910, 0.38244], [-1.78321, -1.68067, -2.54946], [1.99590, -3.13808, 0.53189], [3.01862, 1.90757, -3.41713], [0.87836, -2.59971, 1.39699], [-0.23278, -2.48531, 3.51666], [-1.14856, -1.18960, 1.63075], [-3.32274, 0.16325, 1.31965], [0.73761, 1.25490, -3.17047], [2.18033, 0.45643, 2.82591], [3.37641, 0.37464, 2.13050], [1.77877, 1.66870, -3.98376], [-0.34488, -2.88950, 4.96811], [-4.01182, -0.44760, 2.54403], [-4.19054, -0.21165, 0.11224], [0.81513, -2.95919, 2.73674], [4.63452, -0.05297, 2.82843], [3.16210, 1.69547, -2.05040], [-0.08915, -1.75887, 0.86942], [3.36769, 0.65704, 0.77004], [2.07803, 1.26923, -1.30758], [-2.29085, 4.00499, -1.33631], [-3.22037, -3.51817, -3.14699], [1.03365, 0.79539, 2.13662], [-3.39896, 1.68581, 1.51032], [-1.18740, -1.62750, 2.97837], [4.20058, 2.34893, -4.24269], [2.17401, 0.99632, 0.16118], [-0.93700, -3.43276, -3.20487], [1.61913, -3.82400, -0.23305], [4.28368, 0.57760, 0.20156], [-2.80001, 1.98188, 2.37996], [1.11744, -2.66248, -2.21260], [-4.43017, 2.01310, 1.67265], [2.71221, -3.70193, 1.12838], [-0.24762, 1.06149, -3.57309], [-3.57009, -0.11372, 3.48095], [6.55019, -0.03364, 2.43892], [-4.29408, -3.64470, -3.19739], [-1.25328, -3.47362, 5.13701], [-2.79888, -3.70581, -4.13669], [3.86982, 2.66338, -5.23410], [4.86243, 0.60017, -4.83333], [4.70338, 0.46729, 3.78640], [-1.07359, 3.05220, 1.36248], [-1.92952, -1.25879, 3.65931], [-5.22230, 0.12754, 0.25114], [-3.80338, 0.23380, -0.80398], [1.61368, 1.81591, -5.04459], [-3.08339, 5.90380, -1.24932], [0.93712, -2.01032, -3.72495], [2.53515, -2.33220, 0.02489], [-4.19751, -1.29737, -0.01820], [0.06816, 0.82081, 2.63269], [-4.02567, -1.53730, 2.51136], [2.12858, 0.22679, 3.88337], [4.68087, 3.20013, -3.76442], [4.55906, -1.12472, 3.03956], [1.56108, -3.62290, 3.16248], [-3.03232, 2.20464, 0.62598], [-0.39754, -2.01422, 5.61955], [-5.04940, -0.10465, 2.54074], [4.11810, 1.86968, -1.57168], [-1.62182, 5.11802, 0.24109], [0.50631, -3.49583, 5.27975], [-2.80959, -4.21232, -2.41346], [0.10493, 3.46073, 0.27622], [-3.49507, 4.96232, -2.63006], [-0.04128, -1.52151, -0.18863]], "atomic_forces_ev_per_a": [[-0.52, 0.05, 0.12], [0.06, -0.12, 0.07], [0.34, -0.03, -0.27], [-0.02, 0.07, 0.03], [-0.03, -0.02, 0.07], [-0.11, -0.18, -0.04], [0.03, 0.20, 0.18], [0.09, -0.05, -0.16], [-0.21, -0.02, 0.06], [-0.09, -0.01, -0.07], [-0.12, 0.12, 0.00], [0.00, 0.12, 0.03], [-0.03, 0.20, -0.01], [0.22, -0.03, 0.03], [-0.16, -0.01, 0.20], [-0.09, 0.07, -0.05], [0.09, 0.01, 0.10], [0.09, 0.03, -0.15], [-0.09, 0.02, 0.10], [-0.10, -0.12, -0.11], [0.09, -0.07, 0.07], [-0.03, -0.03, -0.01], [-0.09, -0.03, 0.06], [0.06, 0.00, -0.12], [-0.10, -0.01, -0.08], [-0.03, 0.01, -0.06], [0.12, -0.13, 0.00], [-0.02, -0.05, -0.08], [-0.02, -0.04, 0.06], [0.04, 0.03, -0.15], [0.23, 0.00, -0.05], [-0.16, -0.08, 0.08], [0.24, -0.07, 0.03], [0.12, -0.10, 0.31], [-0.12, -0.02, 0.11], [0.06, 0.08, 0.00], [-0.12, 0.07, 0.13], [0.07, -0.06, 0.01], [0.12, 0.10, -0.14], [0.05, -0.11, 0.05], [0.06, 0.11, -0.33], [-0.06, -0.13, -0.06], [-0.05, 0.01, 0.01], [-0.02, 0.01, 0.04], [-0.05, 0.01, -0.02], [0.09, -0.05, 0.12], [0.07, -0.06, 0.03], [0.02, 0.03, 0.00], [-0.01, 0.01, 0.01], [0.04, -0.03, 0.06], [0.00, -0.02, 0.00], [-0.08, 0.01, 0.02], [0.05, 0.03, -0.01], [-0.01, 0.03, -0.01], [0.00, -0.01, -0.08], [-0.01, 0.01, -0.02], [0.03, 0.06, 0.05], [-0.04, -0.08, 0.06], [-0.25, 0.13, 0.07], [0.07, -0.03, -0.02], [0.01, 0.00, -0.04], [-0.01, -0.01, 0.04], [0.01, 0.00, -0.01], [0.05, -0.03, -0.04], [-0.02, -0.01, 0.01], [0.01, 0.06, -0.01], [0.10, 0.03, -0.04], [0.09, -0.01, 0.05], [-0.02, 0.03, -0.04], [0.03, 0.06, 0.00], [0.00, -0.06, 0.01], [-0.04, 0.03, -0.01], [-0.07, -0.03, -0.03], [0.00, -0.03, -0.01], [0.04, -0.06, 0.01], [-0.03, 0.00, -0.05], [0.00, 0.08, 0.04], [-0.03, 0.03, -0.02], [-0.01, -0.01, 0.03], [0.10, 0.02, 0.01], [0.01, 0.03, -0.03], [0.04, 0.03, -0.17]]}